DFT (the ωB97M-V functional and the def2-TZVPD basis) results for a structure of composition C17H19CaN4O6P2.

The geometry in XYZ format:
```
49
Properties=species:S:1:pos:R:3:forces:R:3
Ca 0.1937 -0.1414 -0.1054 -0.60 0.42 0.17
C 2.1525 4.2912 -0.1344 -0.02 -0.02 -0.01
C 1.0944 5.1629 -0.3115 0.01 -0.05 0.01
C -0.1947 4.6586 -0.2874 -0.01 -0.03 -0.02
C -0.3935 3.2974 -0.0786 -0.02 0.09 -0.03
N 0.6332 2.4522 0.0581 -0.12 -0.29 0.03
C 1.8699 2.9462 0.0305 0.08 0.01 -0.03
C -1.7699 2.7213 0.0041 0.02 0.07 0.04
C -2.8639 3.5633 0.1697 -0.02 -0.01 0.03
C -4.1277 3.0163 0.2579 0.05 -0.04 -0.01
C -4.2658 1.6460 0.1730 0.01 0.02 0.03
C -3.1320 0.8583 0.0066 -0.07 -0.05 0.04
N -1.9016 1.3879 -0.0608 0.00 0.01 -0.11
C -3.2630 -0.6285 -0.0744 -0.09 -0.01 -0.02
C -4.5012 -1.2319 -0.2697 0.02 0.02 -0.02
C -4.5891 -2.6132 -0.2967 0.05 0.00 0.01
C -3.4347 -3.3561 -0.1353 0.01 0.03 -0.01
C -2.2379 -2.6778 0.0195 0.01 -0.08 -0.03
N -2.1438 -1.3494 0.0502 0.23 0.21 0.03
H 3.1795 4.6263 -0.1421 0.00 0.02 0.00
H 1.2627 6.2189 -0.4724 0.00 0.01 0.00
H -1.0261 5.3259 -0.4498 -0.01 0.00 0.00
H 2.6732 2.2319 0.1250 0.01 0.02 0.01
H -2.7373 4.6296 0.2607 0.02 0.01 0.00
H -4.9926 3.6488 0.4033 -0.01 0.00 0.00
H -5.2436 1.2027 0.2659 0.00 -0.03 0.00
H -5.3920 -0.6433 -0.4201 -0.01 0.01 0.00
H -5.5456 -3.0946 -0.4482 -0.01 -0.01 0.00
H -3.4412 -4.4363 -0.1471 -0.02 0.00 0.00
H -1.3116 -3.2248 0.1023 -0.02 -0.01 0.01
N 3.5226 -2.5668 -1.5236 0.04 -0.04 -0.04
C 3.1155 -2.2732 -0.0865 0.09 -0.07 0.01
C 4.0886 -2.9846 0.8398 -0.05 0.03 0.04
P 3.2643 -0.4230 -0.0080 -0.26 -0.12 0.10
O 2.4821 -0.0556 1.3753 0.09 0.04 0.20
O 4.6925 -0.0837 -0.0061 0.07 0.05 -0.01
O 2.2731 0.0828 -1.0206 0.30 -0.01 -0.27
P 1.3997 -2.9831 -0.0148 0.04 0.28 0.10
O 0.8081 -2.3644 1.3728 -0.01 -0.10 0.20
O 1.5179 -4.4466 -0.0278 -0.03 -0.06 -0.01
O 0.6153 -2.1863 -1.0218 0.11 -0.28 -0.27
H 4.4724 -2.2237 -1.6966 -0.02 0.01 -0.01
H 2.8690 -2.0850 -2.1535 0.01 0.00 0.02
H 3.4801 -3.5752 -1.7005 -0.01 0.01 -0.01
H 5.1040 -2.6117 0.7006 0.00 -0.01 -0.01
H 4.0463 -4.0649 0.6950 0.01 0.00 -0.01
H 3.8067 -2.7834 1.8742 0.01 -0.01 0.00
H 3.0327 0.0720 2.1574 0.04 -0.05 -0.08
H 0.8587 -2.9316 2.1518 0.06 -0.03 -0.08
```
Positions in Å, forces in eV/Å.

Summary:
- HOMO-LUMO gap: 0.3191 hartree
- Relative energy (zero: lowest compared OMol25 entry of this formula, charge and spin): 0.036 eV
- Charge: +1
- Multiplicity: 1
- E_tot: -73204.812 eV
- Max |F|: 0.8 eV/A

=====

DFT (the ωB97M-V functional and the def2-TZVPD basis) results for a structure of composition C17H19Cl2N3O10Pt in a non-equilibrium geometry.

The geometry in XYZ format:
```
52
Properties=species:S:1:pos:R:3:forces:R:3
Pt -10.0870 30.2657 9.9411 -0.01 -0.02 0.01
Cl -7.2520 33.5637 13.5410 1.80 0.24 0.57
O -6.5196 34.7519 13.2070 -0.12 1.37 0.69
O -6.2891 32.5824 13.9136 0.91 -1.22 0.96
O -8.2047 33.7230 14.5975 -0.41 0.83 1.05
O -7.9145 33.1424 12.4019 -2.20 -1.20 -3.05
Cl -7.4268 32.9547 5.7887 1.91 0.94 -2.38
O -8.2695 34.0710 5.8689 -1.63 2.50 1.12
O -7.9021 31.9294 6.6077 -0.95 -2.31 1.23
O -7.3951 32.6320 4.3887 -0.27 -1.60 -1.18
O -6.0752 33.2690 6.1299 0.94 0.45 1.00
O -5.7825 24.7196 12.2642 -1.91 0.56 -0.62
C -7.0741 24.8073 11.6536 1.05 0.51 0.56
C -7.9362 26.1357 11.8901 1.18 0.94 -0.70
O -7.5800 27.3507 11.2977 0.67 -1.23 0.15
H -7.6233 24.0015 12.1407 -0.31 -0.12 0.55
H -7.0175 24.4350 10.6307 0.01 0.68 -0.43
H -8.0754 26.3691 12.9456 -0.10 -0.50 0.30
H -8.9066 26.0718 11.3979 -0.59 -0.81 0.17
N -12.5190 29.7852 13.3913 -1.34 -0.39 2.73
C -13.8686 29.7600 13.3693 0.06 0.46 -0.74
C -14.7405 29.5963 14.4412 1.30 0.39 1.76
C -14.1619 29.5996 15.7507 -0.91 -0.22 -1.69
C -12.7889 29.6306 15.8440 -0.19 -0.69 -0.25
C -12.0531 29.6509 14.6712 0.98 0.54 -1.83
H -14.2908 30.0067 12.4063 -0.14 -0.39 -0.33
H -15.8103 29.5426 14.3026 0.00 0.12 -0.10
H -14.7697 29.5696 16.6429 -0.16 -0.10 0.01
H -12.3118 29.4652 16.7987 0.22 0.40 0.01
H -10.9731 29.6530 14.6801 0.19 -0.10 0.38
N -12.9825 33.1756 8.8540 -2.92 2.22 -2.03
C -13.8492 33.2708 7.7417 0.67 2.22 1.30
C -14.7692 34.3613 7.5491 1.05 -0.67 1.19
C -14.8416 35.3992 8.5045 0.07 -1.64 0.27
C -14.0218 35.3337 9.6251 0.06 -0.75 -1.65
C -13.1239 34.2383 9.6941 -0.21 -1.06 0.74
H -13.7074 32.5862 6.9185 -0.03 -0.48 0.29
H -15.4697 34.3967 6.7278 0.19 -0.29 -0.28
H -15.6556 36.1090 8.5127 0.10 0.33 -0.47
H -14.1613 36.1459 10.3231 0.63 -0.36 0.56
H -12.5762 34.0643 10.6085 0.42 0.44 0.11
N -11.5805 27.4168 7.1738 -1.01 -1.22 -1.09
C -10.6805 26.6577 6.4833 0.45 1.63 1.77
C -10.9318 25.5686 5.7373 -2.37 -2.30 -0.95
C -12.2681 25.0756 5.6742 0.37 1.69 0.84
C -13.2506 25.8473 6.3273 1.22 -0.04 -0.65
C -12.8668 27.0246 7.0209 0.95 -1.03 -0.45
H -9.6347 26.8804 6.6352 0.07 0.66 0.04
H -10.1628 25.0078 5.2269 0.26 0.18 0.10
H -12.5046 24.1568 5.1583 -0.08 0.01 -0.10
H -14.2908 25.5758 6.2246 -0.12 0.01 0.25
H -13.6689 27.5812 7.4827 0.25 0.42 0.24
```
Positions in Å, forces in eV/Å.

Summary:
- HOMO-LUMO gap (spin up / spin down): 0.2246 / 0.1517 hartree
- Charge: -2
- Multiplicity: 3
- E_tot: -71149.670 eV
- Max |F|: 4.2 eV/A

=====

DFT (the ωB97M-V functional and the def2-TZVPD basis) results for a structure of composition C17H19Cl3N2O7V in a non-equilibrium geometry.

The geometry in XYZ format:
```
49
Properties=species:S:1:pos:R:3:forces:R:3
C -0.9504 0.9729 -3.5472 -0.31 -0.65 -0.28
C -1.1721 -0.4070 -3.8650 2.16 -0.05 -1.10
C 0.1695 -1.0492 -3.7659 -1.62 0.43 -2.01
C -2.3950 -1.0387 -4.3925 -0.47 -0.18 -0.35
C 1.0953 -0.0457 -3.4298 -0.41 0.51 0.13
C 0.4071 1.1888 -3.2552 0.13 -0.69 -0.12
C 1.0463 2.4964 -2.9635 0.15 0.18 0.40
C -1.9843 2.0341 -3.6158 -0.74 0.75 0.23
C 0.4733 -2.4348 -4.1709 0.23 -1.19 -0.49
C 2.5648 -0.2133 -3.3537 0.81 -0.28 0.28
V -0.7008 -0.8684 -1.9491 3.94 9.00 4.75
Cl -1.5602 -2.5923 -1.5782 -2.64 -5.36 0.95
Cl -2.3342 0.4251 -0.8607 -0.61 -0.77 -0.71
Cl 1.2097 -1.3075 -0.6552 -0.08 -0.97 -0.56
H -3.2366 -0.3632 -4.2660 -0.18 -0.03 0.06
H -2.6154 -1.9640 -3.8639 -0.15 0.00 -0.13
H -2.3009 -1.2611 -5.4563 -0.02 -0.04 -0.22
H -0.3125 -3.1499 -3.8544 0.49 0.43 -0.20
H 1.4208 -2.7594 -3.7159 -0.32 -0.02 -0.07
H 0.5829 -2.5318 -5.2684 0.00 0.07 0.24
H 2.8431 -1.2355 -3.0453 -0.18 0.45 -0.02
H 3.0223 0.4866 -2.6409 -0.26 -0.25 -0.07
H 3.0441 -0.0299 -4.3343 -0.34 -0.01 0.17
H 1.9052 2.3697 -2.2981 -0.32 -0.01 0.09
H 0.3454 3.1728 -2.4744 0.09 -0.16 0.17
H 1.4022 2.9873 -3.8729 -0.01 -0.07 -0.30
H -3.0060 1.6441 -3.4490 0.59 0.11 0.02
H -1.9868 2.5374 -4.6072 0.17 -0.34 0.32
H -1.8107 2.8242 -2.8621 -0.06 -0.50 -0.21
O 0.3116 1.4558 -0.4235 -0.45 -1.13 1.01
H 0.0915 1.0403 0.5295 0.60 1.22 -3.38
O -1.1714 -1.3766 2.1853 1.90 2.87 1.29
C -0.4659 -0.3433 2.5625 -2.13 -3.74 -0.46
O -0.0569 0.6494 1.9889 0.13 0.72 -0.03
C -0.0576 -0.3146 4.0333 0.21 -0.12 1.45
C 1.0483 0.4623 4.4271 -0.27 -0.13 1.02
C 1.3651 0.6261 5.8015 -1.87 -1.47 -1.06
C 0.5909 -0.0058 6.7835 -0.39 -0.29 0.18
C -0.5111 -0.8092 6.3873 1.71 1.35 -1.30
C -0.8204 -0.9629 5.0213 0.26 0.13 0.30
N -1.3088 -1.4530 7.3850 -1.56 -1.22 1.40
O -1.0279 -1.2884 8.5904 -0.34 -0.20 -1.74
O -2.2650 -2.1621 7.0040 1.63 1.21 0.74
N 2.4575 1.4604 6.1812 2.23 1.62 0.50
O 3.1468 2.0059 5.2944 -1.30 -1.04 1.43
O 2.6909 1.6230 7.3958 -0.40 -0.28 -1.51
H 1.6533 0.9704 3.6951 -0.13 0.03 -0.28
H 0.8286 0.1159 7.8399 -0.11 -0.03 -0.39
H -1.6657 -1.5812 4.7294 0.23 0.15 -0.14
```
Positions in Å, forces in eV/Å.

Summary:
- HOMO-LUMO gap (spin up / spin down): 0.1431 / 0.1285 hartree
- Relative energy (zero: lowest compared OMol25 entry of this formula, charge and spin): 4.390 eV
- Charge: -2
- Multiplicity: 2
- E_tot: -98500.562 eV
- Max |F|: 10.9 eV/A

=====

DFT (the ωB97M-V functional and the def2-TZVPD basis) results for the molecule C17H19ClN2O4S in a non-equilibrium geometry.

The geometry in XYZ format:
```
44
Properties=species:S:1:pos:R:3:forces:R:3
C -0.2023 -3.0140 -1.1582 -0.11 0.39 -0.07
C -0.3975 -1.7558 -1.9945 0.18 -0.46 -0.16
O -0.7513 -0.6274 -1.2147 -0.39 0.31 0.35
C -1.9820 -0.5990 -0.5946 -0.02 0.10 0.12
C -3.0705 -1.3877 -0.9247 0.22 0.01 -0.14
C -4.2661 -1.2466 -0.2347 -0.09 0.02 0.07
C -4.3829 -0.3241 0.7864 -0.04 -0.10 -0.09
C -3.3050 0.4778 1.1248 0.03 0.06 0.05
C -2.1084 0.3475 0.4405 -0.09 -0.14 -0.05
N -0.9727 1.1198 0.7033 0.16 -0.13 -0.51
C -0.6834 1.8951 1.7738 0.33 0.03 -0.19
O -1.4341 2.1444 2.6889 -0.07 0.08 0.24
C 0.7314 2.4931 1.7259 -0.32 0.40 0.44
N 1.6117 1.9532 0.7192 0.05 0.92 -0.52
C 2.0342 0.6239 0.7810 0.46 -0.76 -0.13
C 1.6353 -0.2079 1.8322 0.02 0.28 -0.08
C 2.0223 -1.5335 1.8753 0.13 -0.11 -0.14
C 2.8138 -2.0559 0.8664 -0.02 0.21 0.03
Cl 3.2830 -3.7213 0.9086 0.03 -0.14 0.00
C 3.2291 -1.2450 -0.1770 -0.12 -0.14 0.12
C 2.8408 0.0803 -0.2208 0.02 -0.11 0.04
S 1.9608 2.9607 -0.5913 -0.35 -0.12 -0.54
C 0.9102 2.3177 -1.9202 0.52 0.34 0.62
O 3.3306 2.8249 -0.9742 0.05 -0.29 0.04
O 1.4875 4.2640 -0.2458 -0.27 0.03 0.08
H 0.5515 -2.8375 -0.3954 0.07 -0.01 0.05
H 0.1261 -3.8285 -1.7972 0.04 -0.12 -0.06
H -1.1294 -3.3010 -0.6681 -0.04 -0.09 0.03
H 0.5489 -1.4691 -2.4623 -0.14 -0.05 -0.02
H -1.1367 -1.9212 -2.7874 0.08 0.09 0.04
H -3.0050 -2.1154 -1.7180 0.07 -0.06 -0.07
H -5.1048 -1.8701 -0.5043 -0.07 -0.06 -0.02
H -5.3129 -0.2226 1.3234 -0.08 0.02 0.06
H -3.3756 1.1988 1.9218 0.01 0.05 0.03
H -0.2182 0.9136 0.0630 -0.08 0.07 0.18
H 0.6269 3.5576 1.4999 -0.11 -0.18 0.28
H 1.1741 2.4171 2.7246 -0.08 -0.06 -0.12
H 1.0135 0.1667 2.6281 -0.07 0.04 0.10
H 1.7024 -2.1600 2.6929 -0.03 -0.06 0.07
H 3.8559 -1.6475 -0.9569 0.07 -0.05 -0.07
H 3.2033 0.7048 -1.0178 0.07 -0.09 -0.08
H 0.9810 1.2382 -1.9560 0.03 -0.21 0.02
H 1.2673 2.7510 -2.8462 0.13 0.11 -0.10
H -0.1029 2.6409 -1.7196 -0.18 0.00 0.08
```
Positions in Å, forces in eV/Å.

Summary:
- HOMO-LUMO gap: 0.3294 hartree
- Relative energy (zero: lowest compared OMol25 entry of this formula, charge and spin): 0.000 eV
- SMILES: CCOc1ccccc1NC(=O)CN(c1ccc(Cl)cc1)S(C)(=O)=O
- Multiplicity: 1
- E_tot: -52465.389 eV
- Max |F|: 1.1 eV/A

=====

DFT (the ωB97M-V functional and the def2-TZVPD basis) results for a structure of composition C17H19GdNPS in a non-equilibrium geometry.

The geometry in XYZ format:
```
40
Properties=species:S:1:pos:R:3:forces:R:3
C 0.5830 -1.6261 -1.4562 0.60 -0.40 0.92
C 1.7674 -0.9049 -1.7927 -0.16 -0.24 0.66
C 2.5065 -0.6639 -0.5889 -0.91 -0.54 0.06
C 1.7819 -1.2444 0.5031 -0.16 -0.41 -0.82
C 0.5803 -1.8355 -0.0165 1.00 -0.21 -0.94
Gd 0.0178 0.6373 -0.2928 1.40 0.66 -1.50
P -2.7562 -0.0174 -0.4140 -1.92 -0.20 -0.14
H -0.1704 -1.9983 -2.1538 0.27 0.15 0.24
H 2.0818 -0.6187 -2.7984 -0.18 -0.07 0.41
H 3.4859 -0.1890 -0.5231 -0.42 -0.06 -0.01
H -0.1509 -2.4195 0.5493 0.28 0.28 -0.23
H 2.1209 -1.3038 1.5399 -0.20 0.16 -0.40
H -3.4065 -1.1130 0.2488 0.23 0.47 -0.28
H -3.3573 -0.2021 -1.7073 0.11 0.05 0.56
H -3.6255 1.0349 0.0487 0.35 -0.54 -0.24
N -0.3482 1.6131 1.5876 -0.21 0.39 1.84
S -0.5290 3.2197 1.2031 -2.42 1.47 1.61
C -2.0036 3.8642 2.0411 1.52 -0.84 -2.15
C -2.9117 4.6256 1.2830 -1.15 0.68 -0.01
C -4.0527 5.1613 1.8882 0.85 -0.28 -1.02
C -4.3149 4.9329 3.2432 -0.15 -0.12 0.83
C -3.3934 4.1999 3.9970 0.49 -0.06 -0.38
C -2.2277 3.6871 3.4072 -0.36 -0.13 1.42
C 0.8004 3.9763 2.1437 1.10 0.10 -0.19
C 1.5494 3.2578 3.0712 0.06 0.36 0.24
C 2.5354 3.9159 3.8172 -0.16 0.14 -0.15
C 2.8167 5.2639 3.5756 -0.16 -0.20 0.07
C 2.1147 5.9605 2.5824 -0.18 -0.28 -0.05
C 1.1022 5.3207 1.8650 0.14 -0.33 0.28
H -0.4975 1.4122 2.5816 0.06 0.22 -0.32
H -2.7126 4.7885 0.2263 -0.10 0.05 0.11
H -4.7535 5.7600 1.3053 0.24 -0.19 0.01
H -5.2170 5.3336 3.7129 0.34 -0.15 -0.18
H -3.5786 4.0284 5.0579 0.12 0.03 -0.24
H -1.4946 3.1488 4.0034 -0.19 0.01 0.06
H 1.3688 2.1921 3.1963 0.11 0.29 0.05
H 3.0767 3.3603 4.5842 -0.06 0.21 -0.22
H 3.5779 5.7719 4.1713 -0.21 -0.15 -0.25
H 2.3534 7.0021 2.3670 -0.05 -0.27 0.07
H 0.5515 5.8360 1.0764 0.06 -0.05 0.28
```
Positions in Å, forces in eV/Å.

Summary:
- HOMO-LUMO gap (spin up / spin down): 0.1430 / 0.3048 hartree
- Relative energy (zero: lowest compared OMol25 entry of this formula, charge and spin): 0.012 eV
- Multiplicity: 8
- E_tot: -60378.147 eV
- Max |F|: 3.3 eV/A

=====

What did the fourth record say?
DFT (the ωB97M-V functional and the def2-TZVPD basis) results for the molecule C17H19ClN2O4S in a non-equilibrium geometry.

The geometry in XYZ format:
```
44
Properties=species:S:1:pos:R:3:forces:R:3
C -0.2023 -3.0140 -1.1582 -0.11 0.39 -0.07
C -0.3975 -1.7558 -1.9945 0.18 -0.46 -0.16
O -0.7513 -0.6274 -1.2147 -0.39 0.31 0.35
C -1.9820 -0.5990 -0.5946 -0.02 0.10 0.12
C -3.0705 -1.3877 -0.9247 0.22 0.01 -0.14
C -4.2661 -1.2466 -0.2347 -0.09 0.02 0.07
C -4.3829 -0.3241 0.7864 -0.04 -0.10 -0.09
C -3.3050 0.4778 1.1248 0.03 0.06 0.05
C -2.1084 0.3475 0.4405 -0.09 -0.14 -0.05
N -0.9727 1.1198 0.7033 0.16 -0.13 -0.51
C -0.6834 1.8951 1.7738 0.33 0.03 -0.19
O -1.4341 2.1444 2.6889 -0.07 0.08 0.24
C 0.7314 2.4931 1.7259 -0.32 0.40 0.44
N 1.6117 1.9532 0.7192 0.05 0.92 -0.52
C 2.0342 0.6239 0.7810 0.46 -0.76 -0.13
C 1.6353 -0.2079 1.8322 0.02 0.28 -0.08
C 2.0223 -1.5335 1.8753 0.13 -0.11 -0.14
C 2.8138 -2.0559 0.8664 -0.02 0.21 0.03
Cl 3.2830 -3.7213 0.9086 0.03 -0.14 0.00
C 3.2291 -1.2450 -0.1770 -0.12 -0.14 0.12
C 2.8408 0.0803 -0.2208 0.02 -0.11 0.04
S 1.9608 2.9607 -0.5913 -0.35 -0.12 -0.54
C 0.9102 2.3177 -1.9202 0.52 0.34 0.62
O 3.3306 2.8249 -0.9742 0.05 -0.29 0.04
O 1.4875 4.2640 -0.2458 -0.27 0.03 0.08
H 0.5515 -2.8375 -0.3954 0.07 -0.01 0.05
H 0.1261 -3.8285 -1.7972 0.04 -0.12 -0.06
H -1.1294 -3.3010 -0.6681 -0.04 -0.09 0.03
H 0.5489 -1.4691 -2.4623 -0.14 -0.05 -0.02
H -1.1367 -1.9212 -2.7874 0.08 0.09 0.04
H -3.0050 -2.1154 -1.7180 0.07 -0.06 -0.07
H -5.1048 -1.8701 -0.5043 -0.07 -0.06 -0.02
H -5.3129 -0.2226 1.3234 -0.08 0.02 0.06
H -3.3756 1.1988 1.9218 0.01 0.05 0.03
H -0.2182 0.9136 0.0630 -0.08 0.07 0.18
H 0.6269 3.5576 1.4999 -0.11 -0.18 0.28
H 1.1741 2.4171 2.7246 -0.08 -0.06 -0.12
H 1.0135 0.1667 2.6281 -0.07 0.04 0.10
H 1.7024 -2.1600 2.6929 -0.03 -0.06 0.07
H 3.8559 -1.6475 -0.9569 0.07 -0.05 -0.07
H 3.2033 0.7048 -1.0178 0.07 -0.09 -0.08
H 0.9810 1.2382 -1.9560 0.03 -0.21 0.02
H 1.2673 2.7510 -2.8462 0.13 0.11 -0.10
H -0.1029 2.6409 -1.7196 -0.18 0.00 0.08
```
Positions in Å, forces in eV/Å.

Summary:
- HOMO-LUMO gap: 0.3294 hartree
- Relative energy (zero: lowest compared OMol25 entry of this formula, charge and spin): 0.000 eV
- SMILES: CCOc1ccccc1NC(=O)CN(c1ccc(Cl)cc1)S(C)(=O)=O
- Multiplicity: 1
- E_tot: -52465.389 eV
- Max |F|: 1.1 eV/A

=====

- Among the records above, which one has the highest E_tot?
  C17H19ClN2O4S

=====

- multiplicity of number 3 (C17H19Cl3N2O7V)?
  2

=====

- Which of these has the lowest E_tot?
  C17H19Cl3N2O7V